Entry 1:
Formula: C63H77N4
Source: the OMol25 dataset
Level of theory: ωB97M-V with the def2-TZVPD basis set

The calculation puts the electronic energy at -2665.55955 a.u. The gap between HOMO and LUMO comes out at 4.49 eV. The energy above the lowest of the compared OMol25 structures with the same formula, charge and spin is 0.0 kJ/mol.

Geometry as ORCA input:
```
! RIJCOSX wB97M-V def2-TZVPD def2/J DEFGRID3
* xyz 1 1
C 3.9957 -4.2725 -2.3663
C 4.7065 -3.0310 -1.8255
C 5.8710 -3.4998 -0.9366
C 3.7523 -2.0967 -1.0943
C 3.0756 -2.5279 0.0402
C 2.2143 -1.6741 0.7306
C 1.5014 -2.1657 1.9880
C 2.3994 -3.0646 2.8436
C 0.1592 -2.8206 1.6786
C 1.9832 -0.3584 0.2381
C 1.0121 0.5154 0.8989
N 1.3173 1.2171 2.0690
C 2.3477 0.8860 3.0375
C 2.0002 0.3816 4.3015
C 0.5527 0.3851 4.8094
C 0.2441 1.6879 5.5403
C 0.2137 -0.8834 5.5822
C 3.0418 -0.0945 5.1185
C 4.3356 -0.2225 4.6265
C 4.6611 0.3005 3.3796
C 3.7005 1.0259 2.6675
C 4.0578 2.0611 1.6240
C 5.4504 1.8892 1.0255
C 3.8382 3.4920 2.1076
N 0.2710 1.9924 2.4386
N -0.6841 1.7908 1.4938
C -1.9960 2.3637 1.7032
C -2.9927 1.5691 2.2860
C -2.7100 0.1546 2.8002
C -3.4816 -0.9136 2.0239
C -2.9799 0.0811 4.3019
C -4.2550 2.1209 2.5150
C -4.4735 3.4777 2.2981
C -3.4401 4.2786 1.8183
C -2.1913 3.7403 1.5305
C -1.0675 4.7085 1.1409
C -0.2481 4.2641 -0.0700
C -0.2250 5.0350 2.3760
C -0.3105 0.7787 0.5809
C -1.1523 0.2057 -0.3916
C 2.7342 0.1042 -0.8889
C 2.6271 1.5425 -1.3780
C 1.4038 1.7465 -2.2415
C 3.8687 2.0667 -2.1216
C 3.5661 -0.7939 -1.5496
H 3.1732 -4.0078 -3.0385
H 4.7073 -4.9018 -2.9137
H 3.5867 -4.8580 -1.5340
H 5.1224 -2.4603 -2.6659
H 6.4134 -2.6511 -0.5011
H 5.4956 -4.1323 -0.1218
H 6.5740 -4.0922 -1.5356
H 3.2244 -3.5521 0.3917
H 1.3067 -1.2616 2.5892
H 3.3748 -2.5819 2.9993
H 1.9442 -3.2391 3.8276
H 2.5593 -4.0376 2.3580
H -0.4514 -2.1712 1.0384
H 0.3126 -3.7745 1.1510
H -0.3996 -3.0147 2.6039
H -0.0881 0.3817 3.9186
H 0.2238 2.4926 4.7942
H -0.7308 1.6475 6.0395
H 1.0202 1.9099 6.2872
H 0.4668 -1.7649 4.9777
H 0.7552 -0.9249 6.5366
H -0.8624 -0.9197 5.7879
H 2.8090 -0.4111 6.1409
H 5.1036 -0.7090 5.2326
H 5.6711 0.2008 2.9906
H 3.3315 1.8799 0.8246
H 5.5409 0.9169 0.5232
H 5.6440 2.6799 0.2867
H 6.2162 1.9619 1.8086
H 2.8306 3.6251 2.5146
H 4.5648 3.7423 2.8903
H 3.9636 4.1981 1.2775
H -1.6395 -0.0251 2.6432
H -3.2996 -0.8074 0.9474
H -3.1453 -1.9161 2.3335
H -4.5615 -0.8196 2.2140
H -2.4452 0.8908 4.8159
H -4.0503 0.1937 4.5143
H -2.6381 -0.8781 4.7058
H -5.0358 1.4817 2.9311
H -5.4366 3.9285 2.5357
H -3.5809 5.3537 1.6755
H -1.5833 5.6352 0.8546
H -0.8870 3.7881 -0.8258
H 0.2562 5.1204 -0.5335
H 0.5236 3.5493 0.2370
H -0.8624 5.4670 3.1566
H 0.2236 4.1157 2.7766
H 0.5711 5.7487 2.1423
H -2.0710 0.7462 -0.6123
H -0.9573 -0.8387 -0.6276
H 2.4743 2.1906 -0.5051
H 0.5258 1.2525 -1.8083
H 1.1685 2.8087 -2.3763
H 1.5723 1.3209 -3.2348
H 4.7977 1.8424 -1.5774
H 3.9309 1.6273 -3.1293
H 3.7914 3.1623 -2.2320
H 4.0855 -0.4769 -2.4608
C -6.6651 -4.8928 -4.0729
N -6.3487 -3.5654 -4.5543
C -7.0163 -3.1327 -5.7709
C -5.5293 -2.7242 -3.8556
C -4.8230 -3.1275 -2.6831
C -3.8470 -2.3204 -2.1168
C -3.5232 -1.0527 -2.6914
C -2.2023 -0.4308 -2.5830
C -2.0129 0.8869 -3.1991
C -0.8398 0.8798 -4.0040
C -0.5257 1.9990 -4.7798
C -1.3720 3.1181 -4.7267
C -2.4735 3.1490 -3.8587
C -2.8014 2.0258 -3.0887
C -0.1840 -0.4321 -3.8178
C -1.0372 -1.2200 -2.9813
C -0.7048 -2.5255 -2.6501
C 0.4810 -3.0655 -3.1618
C 1.3156 -2.3005 -3.9868
C 1.0101 -0.9736 -4.2967
C -4.4611 -0.5443 -3.6413
C -5.3607 -1.3805 -4.2754
H -5.7513 -5.4576 -3.8479
H -7.2786 -4.8639 -3.1643
H -7.2447 -5.4067 -4.8466
H -6.2891 -2.7441 -6.4949
H -7.5354 -3.9876 -6.2113
H -7.7456 -2.3316 -5.5713
H -5.0421 -4.1015 -2.2435
H -3.3209 -2.6603 -1.2231
H 0.3701 1.9747 -5.4063
H -1.1689 3.9807 -5.3600
H -3.1133 4.0303 -3.7897
H -3.6554 1.9920 -2.4039
H -1.3834 -3.1034 -2.0247
H 0.7185 -4.1037 -2.9338
H 2.2161 -2.7586 -4.4117
H 1.6612 -0.3837 -4.9439
H -4.4089 0.4870 -3.9896
H -5.9330 -1.0085 -5.1281
*
```

Entry 2:
Formula: C32H28ClCoN3O5S2
Source: the OMol25 dataset
Level of theory: ωB97M-V with the def2-TZVPD basis set

The calculation puts the electronic energy at -4415.90839 a.u. The expectation value of S² is 0.780. The gap between HOMO and LUMO (alpha / beta) comes out at 6.31 / 6.44 eV. The energy above the lowest of the compared OMol25 structures with the same formula, charge and spin is 112.9 kJ/mol.

Geometry as ORCA input:
```
! RIJCOSX wB97M-V def2-TZVPD def2/J DEFGRID3
* xyz 0 2
Co 0.4007 0.0210 -0.1791
Cl 0.6139 -1.3564 6.7229
C 0.3387 -0.7594 5.1057
C 0.1556 0.6184 4.9016
C -0.0794 1.1069 3.6466
C -0.1292 0.2539 2.5175
O -0.3782 0.7594 1.3553
C 0.0747 -1.1432 2.7459
C 0.0646 -2.0767 1.6836
N -0.1306 -1.7339 0.4507
C -0.4608 -2.6370 -0.5680
C -0.4215 -4.0049 -0.4906
C -0.8093 -4.8069 -1.5828
C -1.2653 -4.2494 -2.7400
C -1.3865 -2.8428 -2.8356
C -1.9525 -2.1948 -3.9577
C -2.1517 -0.8488 -3.9232
C -1.7299 -0.1235 -2.7876
N -1.1267 -0.6685 -1.7675
C -0.9834 -2.0324 -1.7540
C 0.2980 -1.6200 4.0545
H 0.2059 1.2912 5.7483
H -0.2181 2.1666 3.4782
H 0.1914 -3.1275 1.9484
H -0.0791 -4.4892 0.4138
H -0.7578 -5.8843 -1.4904
H -1.5687 -4.8684 -3.5759
H -2.2477 -2.7827 -4.8190
H -2.6226 -0.3290 -4.7473
H -1.8939 0.9478 -2.7391
H 0.4378 -2.6823 4.2175
O 0.7975 1.9635 -0.9482
S 0.5633 3.2093 -1.7322
C 1.0604 2.8469 -3.4626
C 0.9448 1.3580 -3.7652
C 2.2170 0.7452 -4.3539
C 2.1372 -0.7793 -4.4091
S 2.3993 -1.6031 -2.7896
O 1.6130 -0.8331 -1.7811
C 4.1169 -1.1396 -2.6061
C 5.0666 -1.8528 -3.3304
C 6.4035 -1.5147 -3.2004
C 6.7756 -0.4890 -2.3368
C 5.8157 0.1992 -1.6082
C 4.4680 -0.1187 -1.7411
C -1.2203 3.2993 -1.8998
C -1.8747 3.9436 -2.9423
C -3.2616 3.9962 -2.9439
C -3.9825 3.4350 -1.8969
C -3.3160 2.8180 -0.8456
C -1.9305 2.7471 -0.8394
H 2.0961 3.1901 -3.4974
H 0.4737 3.4834 -4.1224
H 0.1002 1.1574 -4.4280
H 0.7507 0.8516 -2.8265
H 3.0835 1.0337 -3.7545
H 2.3801 1.1275 -5.3654
H 2.9113 -1.2114 -5.0452
H 1.1580 -1.1157 -4.7621
H 4.7655 -2.6686 -3.9807
H 7.1557 -2.0566 -3.7593
H 7.8233 -0.2384 -2.2236
H 6.1090 0.9800 -0.9186
H 3.7043 0.3837 -1.1507
H -1.3247 4.4046 -3.7530
H -3.7776 4.4779 -3.7649
H -5.0638 3.4870 -1.8973
H -3.8748 2.3869 -0.0246
H -1.4051 2.2434 -0.0333
O 2.9712 -0.4491 2.3774
N 3.2662 0.3406 1.4942
O 2.4251 0.4313 0.5321
*
```

Entry 3:
Formula: C16H8N2OsS3Te
Source: the OMol25 dataset
Level of theory: ωB97M-V with the def2-TZVPD basis set

The calculation puts the electronic energy at -2277.18068 a.u. The gap between HOMO and LUMO comes out at 6.13 eV. The energy above the lowest of the compared OMol25 structures with the same formula, charge and spin is 0.0 kJ/mol.

Geometry as ORCA input:
```
! RIJCOSX wB97M-V def2-TZVPD def2/J DEFGRID3
* xyz 0 1
Os 0.5705 -2.0287 -0.0213
S 2.6644 -2.7006 -0.2936
C 3.2924 -2.9043 1.2946
C 4.6668 -3.2541 1.4013
N 5.7775 -3.5414 1.4649
C 2.4687 -2.7684 2.3721
S 0.7930 -2.4026 2.1209
C 2.8951 -2.9544 3.7134
N 3.2414 -3.0993 4.8002
Te -0.5742 -3.5641 -1.6596
C -2.2912 -2.6128 -0.9127
C -2.9058 -2.8459 0.2919
C -4.0282 -2.0084 0.5023
C -4.2471 -1.1589 -0.5413
S -3.0892 -1.3622 -1.7787
H -2.5618 -3.5908 0.9953
H -4.6446 -2.0360 1.3883
H -5.0311 -0.4260 -0.6412
C 0.5102 -0.1290 -0.3672
C 0.4186 1.0596 -0.6198
C 0.3079 2.4500 -0.9078
C 0.9013 2.9811 -2.0568
C 0.7918 4.3330 -2.3298
C 0.1023 5.1660 -1.4591
C -0.4852 4.6458 -0.3135
C -0.3905 3.2933 -0.0380
H 1.4426 2.3238 -2.7234
H 1.2504 4.7405 -3.2208
H 0.0226 6.2235 -1.6737
H -1.0206 5.2965 0.3649
H -0.8480 2.8749 0.8481
*
```

Entry 4:
Formula: C31H65FN3O7P
Source: the OMol25 dataset
Level of theory: ωB97M-V with the def2-TZVPD basis set

The calculation puts the electronic energy at -2352.10155 a.u. The gap between HOMO and LUMO comes out at 8.93 eV. Its SMILES is C#CCCC[C@H](OC[C@H](CC(=O)N(C)C)OCP(CC)CC)[C@@H](C)F.COCCNCCOC.COCCNCCOC.

Geometry as ORCA input:
```
! RIJCOSX wB97M-V def2-TZVPD def2/J DEFGRID3
* xyz 0 1
C -5.1698 5.0816 -1.4332
C -4.3191 5.9192 -1.5675
C -3.1571 6.7790 -1.8283
C -2.0907 6.0262 -2.6622
C -1.3162 5.0197 -1.7920
C 0.2016 5.2027 -1.6979
O 0.6063 4.3969 -0.5956
C 1.9122 3.8610 -0.7044
C 1.9757 2.5474 0.0740
C 3.4332 2.2800 0.5674
C 3.5308 2.4068 2.0847
O 3.7674 3.4876 2.5631
N 3.3656 1.2639 2.9198
C 4.6842 0.6902 3.2260
C 2.4976 0.2389 2.3308
O 1.3913 1.4634 -0.6298
C 2.0865 1.0668 -1.8072
P 2.3982 -0.7745 -1.9710
C 1.4589 -1.6017 -0.5996
C 0.5951 -2.7619 -1.1717
C 4.1955 -0.9889 -1.5535
C 5.0530 -0.0331 -2.4148
C 0.6881 6.6475 -1.4718
C 1.1829 7.3763 -2.7149
F -0.2774 7.4048 -0.8139
H -5.9922 4.4074 -1.4171
H -2.7077 7.0280 -0.8648
H -3.4575 7.7164 -2.2949
H -2.6127 5.5212 -3.4736
H -1.4544 6.7927 -3.0963
H -1.7382 4.9708 -0.7890
H -1.4677 4.0251 -2.2186
H 0.6598 4.8444 -2.6256
H 2.6311 4.5463 -0.2367
H 2.2154 3.7301 -1.7481
H 1.3514 2.6841 0.9562
H 3.8026 1.3200 0.2031
H 4.0904 3.0523 0.1703
H 5.2716 0.4856 2.3187
H 5.2478 1.3510 3.8804
H 4.5191 -0.2583 3.7350
H 2.3473 -0.5434 3.0731
H 1.5291 0.6612 2.0706
H 2.9437 -0.2133 1.4380
H 3.0336 1.6010 -1.9230
H 1.4762 1.3264 -2.6744
H 0.8095 -0.8437 -0.1616
H 2.1504 -1.9645 0.1605
H 0.5690 -3.5941 -0.4696
H 1.0333 -3.0756 -2.1163
H -0.4243 -2.4150 -1.3246
H 4.3547 -0.7526 -0.4961
H 4.4740 -2.0264 -1.7213
H 6.0037 -0.4829 -2.6871
H 4.5122 0.2911 -3.3059
H 5.2540 0.8709 -1.8363
H 1.5418 6.5819 -0.7896
H 1.8238 6.6988 -3.2831
H 0.3730 7.6885 -3.3717
H 1.7879 8.2381 -2.4389
C -1.3800 2.6600 1.2645
O -1.7410 2.3521 2.6011
C -2.4144 3.4082 3.2748
C -3.8303 2.9946 3.6130
N -4.6329 2.8746 2.4031
C -5.9547 2.2950 2.6085
C -6.0248 0.8356 3.0454
O -5.5563 -0.0757 2.0684
C -4.1718 -0.3676 2.1198
H -0.8122 1.8161 0.8728
H -2.2653 2.8034 0.6335
H -0.7599 3.5558 1.2177
H -2.4142 4.3198 2.6704
H -1.8695 3.6152 4.2007
H -4.2805 3.7497 4.2641
H -3.7735 2.0520 4.1760
H -4.1286 2.3080 1.7328
H -6.4996 2.3842 1.6651
H -6.4915 2.9045 3.3426
H -7.0786 0.5903 3.2048
H -5.5141 0.6640 4.0005
H -3.7891 -0.3297 3.1433
H -3.5868 0.3128 1.4947
H -4.0345 -1.3782 1.7339
C 3.0121 -8.9751 0.2490
O 2.1724 -9.5197 -0.7497
C 1.1044 -10.3110 -0.2405
C -0.2286 -9.6762 -0.5723
N -0.4133 -8.4396 0.1757
C -1.5870 -7.6666 -0.2175
C -1.6028 -7.0670 -1.6196
O -0.6286 -6.0597 -1.8218
C 0.6321 -6.5151 -2.2768
H 3.8210 -8.4508 -0.2570
H 2.4763 -8.2646 0.8879
H 3.4434 -9.7617 0.8758
H 1.2049 -10.4518 0.8393
H 1.1608 -11.2939 -0.7174
H -1.0304 -10.3727 -0.3109
H -0.2590 -9.5174 -1.6593
H 0.4108 -7.8637 0.0583
H -1.6883 -6.8440 0.4950
H -2.4734 -8.2978 -0.0995
H -2.5718 -6.5785 -1.7543
H -1.5264 -7.8322 -2.4011
H 0.5439 -7.4023 -2.9091
H 1.3040 -6.7326 -1.4412
H 1.0825 -5.7138 -2.8632
*
```

Entry 5:
Formula: C23H26N2O5
Source: the OMol25 dataset
Level of theory: ωB97M-V with the def2-TZVPD basis set

The calculation puts the electronic energy at -1377.73893 a.u. The gap between HOMO and LUMO comes out at 8.31 eV. Its SMILES is COCCCN1C(=O)C(=O)/C(=C(/O)c2ccc(OC(C)C)cc2)[C@H]1c1ccncc1. The energy above the lowest of the compared OMol25 structures with the same formula, charge and spin is 307.0 kJ/mol.

Geometry as ORCA input:
```
! RIJCOSX wB97M-V def2-TZVPD def2/J DEFGRID3
* xyz 0 1
C -0.8810 6.2966 2.2828
O -1.6008 6.1176 1.0919
C -1.8449 4.7624 0.8026
C -2.5532 4.6662 -0.5433
C -3.1277 3.2760 -0.8166
N -2.1190 2.2414 -0.9022
C -1.1667 2.2150 -1.8645
O -0.9917 3.0623 -2.7107
C -0.4011 0.9000 -1.7037
O 0.5723 0.5757 -2.3472
C -1.0768 0.1828 -0.6350
C -0.7677 -1.0236 -0.0982
O -1.4236 -1.4001 1.0249
C 0.2247 -1.9513 -0.6401
C 1.0933 -2.6113 0.2271
C 2.0344 -3.5068 -0.2428
C 2.1151 -3.7802 -1.6074
O 2.9854 -4.6231 -2.1965
C 3.9422 -5.3489 -1.4309
C 5.0405 -5.7597 -2.4060
C 3.2981 -6.5717 -0.7776
C 1.2269 -3.1322 -2.4764
C 0.3040 -2.2309 -2.0063
C -2.1308 1.0811 -0.0345
C -1.7952 1.4552 1.3925
C -2.7622 1.4590 2.3881
C -2.3958 1.8469 3.6682
N -1.1703 2.2155 3.9942
C -0.2475 2.2041 3.0476
C -0.5025 1.8351 1.7369
H -1.4172 5.8711 3.1411
H -0.7654 7.3696 2.4194
H 0.1084 5.8252 2.2245
H -0.8943 4.2079 0.7764
H -2.4691 4.3195 1.5993
H -3.3697 5.3890 -0.5515
H -1.8566 4.9302 -1.3382
H -3.6643 3.3109 -1.7719
H -3.8273 2.9951 -0.0258
H -1.1350 -2.2829 1.2954
H 1.0688 -2.3933 1.2874
H 2.7005 -3.9751 0.4645
H 4.3736 -4.6923 -0.6622
H 5.4768 -4.8781 -2.8676
H 5.8176 -6.3092 -1.8828
H 4.6221 -6.3877 -3.1876
H 2.9011 -7.2290 -1.5473
H 2.4812 -6.2797 -0.1217
H 4.0383 -7.1147 -0.1965
H 1.2951 -3.3567 -3.5286
H -0.3737 -1.7486 -2.6907
H -3.1206 0.6021 -0.0552
H -3.7779 1.1610 2.1746
H -3.1195 1.8664 4.4728
H 0.7437 2.5078 3.3584
H 0.2846 1.8384 0.9973
*
```

Entry 6:
Formula: C20H21F16IO6S2
Source: the OMol25 dataset
Level of theory: ωB97M-V with the def2-TZVPD basis set

The calculation puts the electronic energy at -3917.65381 a.u. The gap between HOMO and LUMO comes out at 6.73 eV. Its SMILES is C=C[C@@]1(OCC)C[C@H](CCC(F)(F)C(F)(F)C(F)(F)C(F)(F)F)OS(=O)(=O)[C@@]1(CCCI)S(=O)(=O)C(F)(F)C(F)(F)C(F)(F)F.

Geometry as ORCA input:
```
! RIJCOSX wB97M-V def2-TZVPD def2/J DEFGRID3
* xyz 0 1
C -0.9447 -2.6627 3.0671
C 0.3027 -1.9513 2.9520
C 0.7717 -1.0320 1.7228
O 2.1400 -0.6790 1.9756
C 3.0796 -1.7519 1.8801
C 4.0427 -1.6877 0.5703
C 0.6281 -1.9073 0.3985
C -0.8213 -2.0358 -0.2266
C -0.7866 -3.0213 -1.5154
C 0.0696 -2.4641 -2.7340
C -0.6893 -1.4942 -3.7357
F -0.4526 -0.1310 -3.3851
F -0.0408 -1.6510 -5.0071
C -2.2233 -1.8227 -3.9948
F -3.0806 -1.5031 -2.9353
F -2.2906 -3.2342 -4.2069
C -2.8504 -1.1640 -5.3147
F -2.4532 -1.8229 -6.5031
F -4.2519 -1.4040 -5.2292
C -2.6880 0.4172 -5.4265
F -3.6989 0.8905 -6.2984
F -1.4795 0.8148 -6.0336
F -2.9015 1.0941 -4.2174
O -1.3449 -0.7724 -0.7182
S -1.5269 0.3237 0.5257
O -2.7822 -0.0368 1.2564
O -1.7859 1.6562 -0.1474
C -0.0218 0.3999 1.6558
C 0.9121 1.5492 0.9988
C 1.4651 1.1913 -0.4554
C 1.5860 2.5970 -1.2581
I 3.0435 3.9135 -0.3017
S -0.4550 1.0307 3.3732
O -1.6195 0.2757 3.9815
O 0.6871 0.8333 4.3524
C -0.9410 2.8235 3.4315
F -1.5794 3.3215 2.2857
F -1.9142 2.9281 4.4625
C 0.2029 3.8618 3.8374
F 1.5035 3.5103 3.4892
F 0.1798 3.9518 5.2574
C -0.0739 5.3675 3.3278
F 0.8598 6.1923 3.9808
F 0.1965 5.5188 1.9517
F -1.3643 5.8119 3.6418
H -0.9667 -3.7648 2.7854
H -1.9118 -2.2209 3.4812
H 1.0220 -2.0375 3.8455
H 3.8066 -1.6375 2.7649
H 2.6799 -2.8074 1.9478
H 4.8964 -0.9698 0.8248
H 4.5360 -2.7253 0.5190
H 3.4895 -1.4081 -0.3765
H 0.9671 -2.9758 0.6536
H 1.3484 -1.5335 -0.3925
H -1.6174 -2.4818 0.4562
H -0.2565 -3.9687 -1.1347
H -1.8509 -3.3218 -1.7558
H 1.0434 -1.9475 -2.4477
H 0.3854 -3.3773 -3.3568
H 1.8208 1.7968 1.6433
H 0.3510 2.5470 0.8874
H 2.4968 0.7142 -0.4498
H 0.7857 0.5437 -1.0926
H 1.8051 2.4225 -2.3603
H 0.5608 3.1083 -1.1738
*
```

Entry 7:
Formula: C5H8CuFO4
Source: the OMol25 dataset
Level of theory: ωB97M-V with the def2-TZVPD basis set

The calculation puts the electronic energy at -2236.51186 a.u. The expectation value of S² is 2.003. The gap between HOMO and LUMO (alpha / beta) comes out at 7.70 / 8.70 eV. The energy above the lowest of the compared OMol25 structures with the same formula, charge and spin is 0.0 kJ/mol.

Geometry as ORCA input:
```
! RIJCOSX wB97M-V def2-TZVPD def2/J DEFGRID3
* xyz 0 3
O 1.1584 0.7714 -0.5260
C 2.1416 -0.1437 -0.6303
C 1.8647 -1.2187 0.4221
O 1.2161 -0.5290 1.4854
C 0.1268 0.1637 1.0690
O -0.8671 -0.6508 0.7134
O -0.0940 1.2823 1.6057
C -2.1360 -0.0761 0.3626
H 2.7785 -1.6769 0.8101
F 3.4045 0.4326 -0.3352
H 2.2424 -0.5595 -1.6447
H 1.1917 -1.9787 0.0013
H -2.8568 -0.8812 0.5455
H -2.3485 0.7532 1.0486
C -2.1886 0.3800 -1.0800
H -3.2142 0.6986 -1.3117
H -1.5246 1.2363 -1.2549
H -1.9182 -0.4395 -1.7591
Cu 1.0233 2.4361 0.4784
*
```